1 | {
  "formula": "C8H13P",
  "method": "ωB97M-V/def2-TZVPD",
  "gap_ev": [8.062, 7.581],
  "spin_multiplicity": 1,
  "species": ["C", "C", "C", "C", "C", "C", "C", "C", "P", "H", "H", "H", "H", "H", "H", "H", "H", "H", "H", "H", "H", "H"],
  "coordinates": [[-0.90114, -0.23875, 0.37879], [-0.80288, -1.45114, -0.11035], [1.71975, 0.18155, 0.25869], [0.29532, 0.70529, 0.15577], [-2.12940, 0.36501, 0.94203], [-1.29375, -2.77280, -0.41994], [2.86232, 1.22865, 0.44786], [0.08492, 1.28813, -1.26467], [2.11506, -1.42519, -0.07668], [0.18834, 1.51651, 0.85117], [-2.61207, 1.27744, 0.61082], [-1.96220, 0.39642, 2.04332], [-2.94712, -0.32167, 0.75951], [-0.79443, -3.48078, 0.34776], [-0.90683, -2.82519, -1.39037], [-2.32820, -2.86224, -0.31658], [3.75918, 0.63635, 0.45364], [2.76326, 1.52324, 1.44872], [2.70694, 2.05709, -0.21011], [0.79534, 2.04014, -1.56617], [-0.81511, 1.74219, -1.35784], [0.20271, 0.41973, -1.98539]],
  "nbo_charge": [-0.13, 0.15, -0.36, -0.30, -0.65, -0.72, -0.65, -0.57, 0.38, 0.20, 0.23, 0.22, 0.21, 0.24, 0.25, 0.22, 0.23, 0.21, 0.22, 0.20, 0.20, 0.21]
}


2 | {
  "formula": "C8H13P",
  "method": "ωB97M-V/def2-TZVPD",
  "gap_ev": 9.546,
  "smiles": "C#C[C@@H]1CCCCP1C",
  "spin_multiplicity": 1,
  "species": ["C", "C", "C", "C", "C", "C", "C", "P", "C", "H", "H", "H", "H", "H", "H", "H", "H", "H", "H", "H", "H", "H"],
  "coordinates": [[-2.84246, -1.54914, -1.44359], [-1.84338, -1.06800, -0.91839], [-0.75267, -0.55068, -0.14491], [-1.30395, 0.80447, 0.50695], [-0.30707, 1.44549, 1.45155], [0.96389, 1.78725, 0.80655], [1.62593, 0.59158, 0.15506], [0.70895, -0.14551, -1.20944], [1.29032, -1.83772, -1.34653], [-3.75449, -2.02215, -1.56682], [-0.25114, -1.30554, 0.64581], [-2.21765, 0.49029, 1.04173], [-1.38155, 1.38988, -0.34467], [-0.09084, 0.66420, 2.15787], [-0.76274, 2.23299, 2.04308], [0.94367, 2.66111, -0.05142], [1.55483, 2.33191, 1.51094], [2.65843, 0.89462, -0.19539], [1.69310, -0.23763, 0.86605], [0.48999, -2.52101, -1.22821], [1.94774, -1.90720, -0.41858], [1.63109, -2.14921, -2.31765]],
  "nbo_charge": [-0.23, -0.02, -0.58, -0.37, -0.42, -0.39, -0.73, 0.84, -0.97, 0.23, 0.23, 0.22, 0.21, 0.19, 0.22, 0.19, 0.22, 0.24, 0.20, 0.24, 0.23, 0.25]
}


Stability summary: most stable 2, least stable 1.


1 | {
  "formula": "CH2ClNO2",
  "method": "ωB97M-V/def2-TZVPD",
  "gap_ev": [8.839, 8.336],
  "spin_multiplicity": 1,
  "species": ["C", "N", "O", "O", "Cl", "H", "H"],
  "coordinates": [[-0.88041, 0.06900, 0.39166], [1.24016, -0.30538, -0.28463], [1.99767, 0.21743, 0.39887], [1.23667, -0.87755, -1.32226], [-1.27931, 1.09667, -0.81018], [-1.52779, -0.85772, 0.35252], [-0.78698, 0.65754, 1.27403]],
  "nbo_charge": [-0.42, 0.56, -0.29, -0.33, 0.07, 0.22, 0.20]
}


2 | {
  "formula": "CH2ClNO2",
  "method": "ωB97M-V/def2-TZVPD",
  "gap_ev": 10.583,
  "smiles": "O=C=O.NCl",
  "spin_multiplicity": 1,
  "species": ["O", "C", "O", "N", "Cl", "H", "H"],
  "coordinates": [[-2.96384, 1.75877, -0.02340], [-2.83483, 0.62376, -0.00089], [-2.80308, -0.51924, 0.04453], [0.13465, 0.48821, -0.21069], [1.42203, 1.66415, 0.03555], [-0.10184, 0.11672, 0.70994], [0.42031, -0.41940, -0.50966]],
  "nbo_charge": [-0.50, 1.03, -0.53, -0.80, 0.09, 0.35, 0.36]
}


Stability summary: most stable 2, least stable 1.